(1)
Formula: C14H18AuCl2N2S
Source: OMol25
Level of theory: ωB97M-V with the def2-TZVPD basis set

```
38
Properties=species:S:1:pos:R:3:forces:R:3:lowdin_spin:R:1
Au -0.8144 1.6543 -1.1071 1.39 -0.26 0.05 0.49
Cl -0.5811 2.6565 0.9929 0.59 0.48 1.08 0.11
Cl -0.8483 0.5374 -3.1195 0.23 -0.53 -1.07 0.11
C -2.7091 2.1462 -1.0440 -2.81 0.92 -0.32 1.03
H -3.4200 1.7300 -1.8000 0.41 0.65 0.76 0.08
H -3.0108 2.9095 -0.2979 -0.17 -0.62 -0.62 0.08
C 2.5785 -0.0805 -0.8616 0.18 -2.13 0.48 0.02
C 2.1839 1.1176 -1.1788 -0.49 2.12 -0.97 0.02
H 2.2872 -0.9530 -1.4563 -0.14 0.37 0.08 0.00
C 2.6302 2.3575 -0.4496 0.11 0.05 0.56 0.00
H 1.5354 1.3073 -2.0508 0.52 -0.40 0.30 0.01
C 3.9742 2.1364 0.2787 -0.07 0.14 -0.54 0.00
H 2.7114 3.1860 -1.1720 0.03 -0.21 0.26 0.00
H 1.8633 2.6638 0.2805 0.18 -0.08 -0.26 0.00
C 4.0426 0.8138 1.0426 -0.06 -0.42 0.40 0.00
H 4.7678 2.1689 -0.4794 -0.03 -0.08 0.09 0.00
H 4.1696 2.9660 0.9729 -0.02 -0.16 -0.16 0.00
C 3.3461 -0.4122 0.3843 0.45 0.18 0.07 0.00
H 5.0882 0.5399 1.2337 -0.10 0.21 -0.01 0.00
H 3.6014 0.9614 2.0342 -0.05 0.06 -0.06 0.00
H 4.0823 -1.1989 0.1629 -0.06 0.19 -0.03 0.00
H 2.6605 -0.8613 1.1215 0.13 0.13 -0.38 0.00
N 0.4126 -0.3501 1.8600 -0.16 -0.21 0.36 0.00
C -0.6623 -1.0122 1.3377 -0.70 0.42 -1.18 0.00
N -1.3307 -0.6060 0.2940 0.77 -0.08 0.87 0.01
C -2.4136 -1.4006 -0.0050 0.07 -0.80 0.81 0.01
C -3.3594 -1.1594 -1.0092 0.14 0.05 0.17 0.01
C -4.4606 -2.0021 -1.1225 0.39 -0.17 0.22 0.00
C -4.5649 -3.1393 -0.3018 0.15 0.01 0.22 0.00
C -3.6086 -3.4133 0.6909 -0.06 0.03 -0.18 0.00
C -2.5482 -2.5292 0.8551 -0.08 0.43 -0.53 0.00
S -1.2326 -2.5282 2.0384 -0.56 -0.06 -0.32 0.00
H 0.7319 -0.6951 2.7596 -0.15 0.32 -0.31 0.00
H 0.3940 0.6732 1.7379 -0.10 -0.38 -0.08 0.00
H -3.1898 -0.3028 -1.6574 -0.17 -0.27 0.14 0.01
H -5.2367 -1.7715 -1.8568 0.29 -0.21 0.19 0.00
H -5.4039 -3.8202 -0.4438 0.18 0.14 0.13 0.00
H -3.6659 -4.2900 1.3357 -0.22 0.13 -0.24 0.00
```
Forces are in eV/Å.

Calculated values
DFT total energy: -57363.13566 eV
Charge: -1
Spin multiplicity: 3
LUMO energy (alpha / beta): 2.540 / 2.538 eV
Kohn-Sham gap (alpha / beta): 5.43 / 7.90 eV
<S²>: 2.01

***

(2)
Formula: C3H7NO
Source: OMol25
Level of theory: ωB97M-V with the def2-TZVPD basis set

```
12
Properties=species:S:1:pos:R:3:forces:R:3:nbo_charge:R:1
C -1.4365 0.0638 -0.0486 5.19 1.17 -0.51 0.74
C 1.5400 0.9794 0.1397 1.52 1.04 -1.76 -0.67
C 0.9280 -0.3289 -0.2621 -2.58 -1.42 0.44 -0.50
N -2.0094 -1.0616 0.2825 -0.78 1.32 0.42 -0.83
O -1.7781 1.1815 -0.2455 -0.57 -0.46 0.19 -0.57
H 2.6827 0.9181 0.3498 -1.70 -0.08 -0.66 0.21
H 1.3777 1.8019 -0.6862 0.23 -1.49 1.85 0.22
H 1.1364 1.2765 1.0940 -0.33 0.44 0.16 0.22
H 1.2705 -1.2262 0.3291 -0.63 1.06 -0.18 0.18
H 0.7790 -0.7035 -1.2880 0.58 0.93 0.21 0.19
H -1.5122 -1.8766 0.1680 1.06 -1.91 -0.16 0.41
H -2.9781 -1.0244 0.1671 -1.99 -0.58 0.01 0.38
```
Forces are in eV/Å.

Calculated values
DFT total energy: -6759.35130 eV
Spin multiplicity: 1
LUMO energy: 0.690 eV
Kohn-Sham gap: 8.42 eV

***

(3)
Formula: C8H14NO3
Source: OMol25
Level of theory: ωB97M-V with the def2-TZVPD basis set

```
26
Properties=species:S:1:pos:R:3:forces:R:3:nbo_charge:R:1
C -1.2838 -1.6528 0.2211 2.12 -0.46 -2.53 0.03
C -1.2405 -2.9178 -0.2436 -1.30 -0.74 -0.02 -0.40
C 2.1177 1.4737 -0.7064 -1.31 1.01 2.07 -0.39
C 1.0215 2.3453 -1.2193 -0.52 0.97 -0.70 -0.39
C 1.4563 0.1349 -0.7044 1.62 -1.21 -1.01 -0.45
C -0.2424 1.7279 -0.5677 1.26 0.21 -1.00 -0.46
C -1.5370 -1.2798 1.5780 0.06 -2.09 0.37 0.89
C 0.1051 0.3088 -0.1409 0.85 1.61 0.08 0.40
N -0.8585 -0.6233 -0.6081 -1.56 -1.18 1.26 -0.58
O -2.1782 -0.2300 1.7337 -1.74 1.96 0.54 -0.55
O -1.2203 -2.0769 2.5280 0.25 -1.86 0.17 -0.58
O 0.2285 0.2189 1.2876 1.40 1.94 0.43 -0.76
H -0.9204 -3.1427 -1.2703 0.05 0.39 0.54 0.23
H -1.8427 -3.7328 0.1662 0.38 0.21 0.38 0.22
H 3.0130 1.4556 -1.2270 1.77 0.28 -0.95 0.24
H 2.3036 1.8812 0.3441 0.24 -0.94 -0.94 0.17
H 1.1184 3.3864 -0.8625 0.02 -0.35 -0.61 0.22
H 0.9521 2.3287 -2.3082 0.08 0.10 -0.01 0.21
H 1.4226 -0.2815 -1.7355 0.09 0.25 0.52 0.21
H 2.0469 -0.4724 -0.0688 0.42 -1.46 0.32 0.23
H -0.2046 2.3091 0.3320 -2.01 0.53 0.48 0.22
H -1.0173 1.6449 -1.3305 -0.72 0.92 0.96 0.25
H -0.7737 -0.9673 -1.5438 0.35 0.34 -0.45 0.41
H -2.4185 0.1496 2.5997 0.44 -0.60 0.13 0.55
H -0.8792 -3.0088 2.2007 -0.63 2.60 0.46 0.56
H 0.8315 1.0210 1.5458 -1.60 -2.41 -0.50 0.51
```
Forces are in eV/Å.

Calculated values
DFT total energy: -16146.58999 eV
Charge: +1
Spin multiplicity: 1
LUMO energy: -4.518 eV
Kohn-Sham gap: 8.24 eV

***

(4)
Formula: C8H18INO2S
Source: OMol25
Level of theory: ωB97M-V with the def2-TZVPD basis set

```
31
Properties=species:S:1:pos:R:3:forces:R:3:nbo_charge:R:1
C -0.5599 -3.0405 0.3116 0.69 1.47 -2.88 -1.00
S -0.0409 -1.5685 0.8234 3.11 1.05 -0.48 1.88
O 0.0794 -1.3715 2.2605 -0.29 -0.42 -0.48 -0.93
C 1.7348 -1.5482 0.0143 -1.17 -0.79 0.42 -0.52
C 2.4608 -2.7886 0.4822 -0.39 -1.68 1.98 -0.69
I 2.7700 0.2004 0.7822 -0.26 -0.59 -0.54 0.14
N -0.3946 0.0656 0.2350 -0.76 -0.34 -1.79 -0.65
C -1.2276 0.8611 1.0820 -2.07 0.46 1.98 -0.24
C -1.3285 2.4385 0.7608 2.36 -0.96 -0.86 -0.40
C -0.0738 3.1716 1.3506 0.01 1.39 -3.46 -0.61
C -0.9794 -0.0755 -1.1483 1.89 -0.28 1.01 -0.26
C -0.5710 0.9924 -2.2028 -0.50 -0.76 2.47 -0.09
O -0.3653 0.2689 -3.3836 0.88 2.43 -1.90 -0.70
H -1.3856 -3.3428 0.8488 -1.86 -0.84 1.08 0.23
H -0.6528 -3.0938 -0.8454 0.34 -0.07 2.14 0.24
H 1.6885 -1.6282 -1.1010 -0.19 0.84 0.89 0.24
H 2.3972 -3.0169 1.6043 0.32 1.05 -1.35 0.24
H 2.1670 -3.7857 0.1140 -0.72 0.76 -0.60 0.24
H 3.4652 -2.7230 0.1509 1.25 0.28 0.12 0.22
H -0.7710 0.7860 2.0907 -0.52 0.10 -0.43 0.24
H -2.3001 0.3555 1.1738 1.70 1.22 -0.26 0.17
H -1.1996 2.6293 -0.3631 -0.93 -0.29 1.59 0.20
H -2.2215 2.8807 1.1877 -0.32 -0.24 -0.27 0.22
H 0.0781 3.0784 2.3792 0.01 -0.14 1.67 0.21
H 0.8239 2.7911 0.8158 -0.44 0.00 0.53 0.21
H -0.0847 4.2904 1.0287 -0.22 -1.74 0.84 0.20
H -2.0790 0.0231 -1.0081 0.49 -1.21 -0.53 0.20
H -0.4420 -1.0387 -1.4597 -1.87 1.09 -0.42 0.21
H 0.3399 1.5186 -1.9278 0.16 0.06 0.32 0.17
H -1.4192 1.6935 -2.1110 0.29 0.11 -1.27 0.16
H 0.0919 0.9767 -3.9459 -0.98 -1.95 0.51 0.47
```
Forces are in eV/Å.

Calculated values
SMILES: C=[S@@](=O)([C@H](C)I)N(CCC)CCO
DFT total energy: -33103.54109 eV
Spin multiplicity: 1
LUMO energy: 0.343 eV
Kohn-Sham gap: 8.81 eV

***

(5)
Formula: C27H33F5O24
Source: OMol25
Level of theory: ωB97M-V with the def2-TZVPD basis set

```
89
Properties=species:S:1:pos:R:3:forces:R:3:lowdin_charge:R:1
O 6.2235 -13.5036 -24.3177 -0.17 -0.17 -0.37 0.16
C 6.2685 -14.3255 -23.4649 0.06 -0.13 1.13 -0.54
O 5.6418 -15.5200 -23.4384 0.22 0.25 -0.57 0.07
C 5.8602 -16.1605 -22.1822 -0.04 -0.52 0.23 -0.05
C 6.9719 -15.3678 -21.5278 0.48 0.61 -0.18 -0.25
F 8.2204 -15.9820 -21.6065 -0.82 0.54 -0.58 0.04
O 6.9373 -14.1263 -22.2874 0.43 -1.40 0.55 0.11
H 4.9669 -16.0372 -21.5766 -0.10 -0.10 -0.04 0.11
H 6.0683 -17.2353 -22.3286 0.13 0.65 -0.02 0.15
H 6.8542 -15.1387 -20.4725 -0.19 0.14 -0.23 0.13
O 3.8449 -14.4593 -20.4694 0.25 -1.00 0.57 0.16
C 4.0764 -13.3468 -20.1371 -0.69 1.31 -0.03 -0.53
O 4.6577 -12.8602 -19.0370 0.43 0.40 -0.27 0.09
C 4.9110 -11.4180 -19.2299 0.92 -0.99 -1.24 -0.01
C 4.1940 -11.1368 -20.5564 -1.52 1.84 1.35 -0.37
F 5.1171 -10.7526 -21.4425 0.80 0.13 -1.34 0.09
O 3.5963 -12.3141 -20.8935 0.08 -0.99 -0.83 0.13
H 4.5203 -10.8251 -18.4458 -0.37 -0.05 1.05 0.09
H 6.0196 -11.2435 -19.3723 -1.30 -0.38 0.32 0.14
H 3.3607 -10.3669 -20.5798 1.21 -0.62 0.38 0.19
O 2.8524 -7.8628 -15.8640 -1.34 0.17 0.81 0.20
C 3.8424 -7.9968 -16.4649 1.61 -0.39 -0.54 -0.56
O 4.8891 -8.7853 -16.1096 -0.75 0.08 0.50 0.06
C 5.9295 -8.6928 -17.0469 0.26 -0.54 -0.83 -0.07
C 5.3080 -7.9209 -18.1910 -0.17 1.75 -0.54 -0.27
F 4.9347 -8.7545 -19.2113 -0.19 -0.30 -0.28 0.04
O 4.1413 -7.3571 -17.6332 0.27 -0.30 -0.26 0.13
H 6.7694 -8.1829 -16.6181 0.50 0.22 0.20 0.14
H 6.2280 -9.6987 -17.3826 0.03 0.44 0.24 0.12
H 5.8423 -7.0819 -18.6975 0.02 -0.80 0.74 0.18
O 0.1313 -13.8111 -17.5482 -0.36 0.38 0.09 0.17
C 0.1733 -14.2663 -18.6491 0.90 0.24 1.05 -0.59
O -0.0468 -15.5089 -18.9603 -0.80 -1.63 -0.67 0.12
C 0.3558 -15.7564 -20.3332 -0.30 1.61 0.90 0.00
C 0.4660 -14.3507 -20.9014 1.30 -0.02 -0.06 -0.27
F -0.7329 -14.1176 -21.5346 0.33 0.76 0.24 0.06
O 0.6365 -13.6059 -19.7139 -0.29 1.66 -1.38 0.12
H 1.2724 -16.2444 -20.2440 1.42 -1.08 -0.40 0.12
H -0.4269 -16.2382 -20.8423 -0.70 -1.11 -0.48 0.13
H 1.3355 -14.0474 -21.5743 -1.31 -0.72 0.77 0.18
O 3.0871 -14.8090 -14.5750 0.39 -0.49 0.18 0.18
C 2.5901 -13.8279 -15.0092 0.13 -0.35 -0.41 -0.61
O 1.6279 -13.1418 -14.4503 -1.17 1.10 0.84 0.10
C 1.2618 -11.9837 -15.2370 0.14 -1.27 -0.78 -0.01
C 2.3320 -11.9894 -16.3328 0.72 0.02 -0.91 -0.23
F 3.3703 -11.0351 -16.1312 -1.25 -0.99 -0.18 0.01
O 2.9237 -13.2769 -16.1987 0.11 1.27 -0.92 0.10
H 0.3081 -12.1895 -15.7375 0.11 0.10 0.38 0.13
H 1.2136 -11.1416 -14.5783 0.19 0.60 0.07 0.14
H 1.9372 -11.8650 -17.3987 0.65 -0.10 1.60 0.18
C 9.9875 -11.7662 -21.4820 -0.68 -1.13 -1.75 -0.02
C 9.9343 -10.7310 -20.4671 0.87 -0.01 2.18 -0.29
C 8.7258 -9.8667 -20.5404 -2.09 0.96 -1.98 -0.13
O 8.3466 -9.5145 -19.2256 1.36 -0.96 0.19 0.05
C 9.0190 -10.4239 -18.4313 -0.69 0.94 0.84 -0.60
O 8.8718 -10.3874 -17.2561 -0.06 -0.16 1.20 0.14
O 9.8031 -11.2615 -19.0738 0.15 0.56 -1.45 0.12
H 10.1426 -11.1922 -22.3861 -0.39 0.14 -0.72 0.10
H 9.0706 -12.3805 -21.5853 0.39 0.52 0.22 0.10
H 10.8277 -12.4309 -21.5407 0.59 -0.29 0.84 0.09
H 10.8647 -10.1279 -20.4633 -0.44 -0.26 0.09 0.17
H 7.8295 -10.3174 -21.0107 0.61 -0.52 0.17 0.14
H 8.8714 -8.9872 -21.1688 0.34 0.28 0.35 0.14
C 9.0725 -14.0514 -15.3747 -0.48 -1.41 -0.37 -0.01
C 7.6851 -14.2261 -15.9630 -0.60 -0.47 -0.68 -0.25
C 6.8618 -12.9375 -16.0965 1.70 1.22 0.12 -0.02
O 7.1349 -12.5790 -17.4957 -1.67 1.43 1.70 0.04
C 7.5311 -13.6136 -18.1712 1.54 -0.03 -2.18 -0.62
O 7.8057 -13.5438 -19.3616 -0.77 -0.39 1.29 0.11
O 7.7304 -14.6555 -17.3962 0.24 -0.88 1.34 0.11
H 9.4630 -13.1153 -15.7291 0.81 0.15 -0.28 0.08
H 9.7053 -14.9838 -15.5088 -0.60 1.39 -0.19 0.12
H 8.8928 -13.9690 -14.3188 0.12 0.20 0.69 0.08
H 7.1179 -14.9900 -15.4209 0.15 0.03 -0.33 0.15
H 7.2678 -12.0709 -15.4956 -0.34 -1.04 -0.57 0.16
H 5.8123 -13.0522 -15.8606 -0.33 -0.09 -0.54 0.12
C 2.7199 -14.0552 -25.1282 1.51 -1.36 0.68 -0.01
C 2.7382 -12.9891 -26.1188 -1.75 -0.07 -1.07 -0.34
C 3.8826 -12.0841 -26.1941 0.51 1.57 1.44 -0.13
O 3.8698 -11.6738 -27.5323 0.88 0.46 0.16 0.10
C 3.3213 -12.6634 -28.2478 -0.08 0.77 0.14 -0.63
O 3.3769 -12.6712 -29.4144 -0.03 -0.51 -2.43 0.18
O 2.6739 -13.5224 -27.4821 0.06 -0.73 1.09 0.12
H 1.9010 -14.7219 -25.3253 -0.43 -0.32 0.09 0.09
H 2.6512 -13.6490 -24.1197 -0.08 0.04 0.04 0.09
H 3.6725 -14.6295 -25.1935 -0.64 0.23 0.15 0.10
H 1.8297 -12.4074 -26.0474 -0.41 0.34 0.16 0.16
H 4.8109 -12.4683 -25.8256 0.79 -0.81 -0.51 0.11
H 3.7437 -11.2213 -25.5546 -0.33 0.41 0.04 0.14
```
Forces are in eV/Å.

Calculated values
SMILES: O=C1OC[C@@H](F)O1.O=C1OC[C@@H](F)O1.O=C1OC[C@@H](F)O1.O=C1OC[C@@H](F)O1.O=C1OC[C@@H](F)O1.C[C@H]1COC(=O)O1.C[C@H]1COC(=O)O1.C[C@H]1COC(=O)O1
DFT total energy: -91263.07679 eV
Spin multiplicity: 1
LUMO energy: 0.219 eV
Kohn-Sham gap: 10.73 eV